Here is the ion C24H31FN3O with charge +1 from the Open Molecules 2025 dataset. Energies are from wB97M-V/def2-TZVPD.

```
60
C24H31FN3O | the Open Molecules 2025 dataset | wB97M-V/def2-TZVPD
O -0.174 -0.742 -0.652
C -0.661 0.329 -0.276
N -1.944 0.609 -0.241
C -2.495 1.867 0.236
H -1.855 2.694 -0.083
C -3.900 2.066 -0.323
H -4.261 3.048 -0.020
C -4.865 0.974 0.161
C -4.107 -0.354 0.323
C -2.912 -0.420 -0.614
H -3.225 -0.265 -1.650
H -2.409 -1.387 -0.551
H -3.757 -0.469 1.351
H -4.777 -1.188 0.115
H -5.271 1.260 1.135
C -6.039 0.840 -0.821
C -7.095 -0.097 -0.302
C -7.234 -1.377 -0.823
C -8.192 -2.242 -0.323
C -9.023 -1.837 0.706
C -8.894 -0.561 1.230
C -7.937 0.301 0.729
H -7.848 1.299 1.135
H -9.545 -0.237 2.028
H -9.772 -2.509 1.095
H -8.292 -3.232 -0.742
H -6.598 -1.697 -1.638
H -5.669 0.481 -1.784
H -6.477 1.829 -0.974
H -3.848 2.059 -1.413
H -2.531 1.862 1.332
C 0.371 1.392 0.187
N 1.669 0.719 0.038
C 2.574 1.322 -0.960
C 3.764 0.392 -1.204
N 4.448 0.196 0.050
C 5.816 -0.151 0.050
C 6.463 -0.645 -1.079
C 7.818 -0.923 -1.047
C 8.521 -0.714 0.124
C 7.901 -0.227 1.262
C 6.551 0.058 1.217
H 6.068 0.461 2.093
H 8.476 -0.067 2.159
F 9.835 -0.987 0.159
H 8.326 -1.306 -1.917
H 5.919 -0.829 -1.991
C 3.584 -0.445 1.014
H 4.132 -0.628 1.937
C 2.394 0.470 1.298
H 1.719 -0.003 2.013
H 2.745 1.425 1.697
H 3.210 -1.414 0.641
H 4.439 0.873 -1.912
H 3.400 -0.552 -1.645
H 2.027 1.477 -1.891
H 2.930 2.281 -0.577
H 1.311 -0.238 -0.353
H 0.188 1.679 1.224
H 0.318 2.282 -0.441
```

## Properties
SMILES: O=C(C[NH+]1CCN(c2ccc(F)cc2)CC1)N1CCC(Cc2ccccc2)CC1
Max |F|: 0.017 Eh/bohr
Charge: +1
Molar mass: 396.53 g mol⁻¹
Highest occupied orbital energy: -10.813 eV
E_LUMO: -2.4 eV
Orbital gap: 8.5 eV


Here is an isolated molecule of C24H31FN4O2 from the Open Molecules 2025 dataset. Energies are from wB97M-V/def2-TZVPD.

```
62
C24H31FN4O2 | the Open Molecules 2025 dataset | wB97M-V/def2-TZVPD
C -7.238 -0.533 2.566
H -8.075 -0.392 3.244
H -7.417 -1.428 1.975
H -6.335 -0.679 3.157
C -7.089 0.682 1.653
N -6.019 0.461 0.701
C -6.202 0.442 -0.636
O -7.287 0.608 -1.154
C -4.938 0.197 -1.454
C -4.295 -1.158 -1.146
C -3.040 -1.327 -2.016
N -2.053 -0.283 -1.832
C -2.656 1.008 -2.107
C -3.901 1.306 -1.258
H -4.321 2.269 -1.554
H -3.615 1.378 -0.205
H -2.938 1.014 -3.164
H -1.913 1.793 -1.956
C -1.226 -0.297 -0.625
C 0.149 0.296 -0.976
H 0.593 -0.314 -1.765
H 0.046 1.311 -1.357
C 1.070 0.322 0.244
N 1.225 -1.010 0.777
C 2.337 -1.769 0.816
O 2.312 -2.934 1.191
C 3.662 -1.183 0.414
N 3.897 0.098 0.534
C 5.120 0.570 0.240
C 5.378 1.955 0.361
C 6.605 2.487 0.081
C 7.646 1.645 -0.340
C 7.443 0.299 -0.478
C 6.185 -0.266 -0.195
C 5.901 -1.644 -0.313
C 4.651 -2.102 -0.008
H 4.389 -3.146 -0.064
H 6.681 -2.319 -0.638
H 8.243 -0.350 -0.804
H 8.611 2.076 -0.555
H 6.764 3.548 0.185
F 4.379 2.764 0.755
C -0.038 -1.608 1.153
C -0.983 -1.693 -0.047
H -0.531 -2.329 -0.809
H -1.913 -2.153 0.286
H 0.168 -2.606 1.545
H -0.491 -0.998 1.943
H 2.043 0.734 -0.011
H 0.627 0.952 1.024
H -1.675 0.323 0.173
H -3.340 -1.287 -3.068
H -2.583 -2.301 -1.845
H -4.019 -1.219 -0.090
H -5.000 -1.964 -1.357
H -5.253 0.199 -2.503
H -5.098 0.317 1.083
C -6.820 1.953 2.457
H -6.705 2.803 1.790
H -5.911 1.845 3.047
H -7.647 2.151 3.132
H -7.995 0.809 1.052
```

## Properties
SMILES: CC(C)NC(=O)C1CCN(C2CCN(C(=O)c3ccc4cccc(F)c4n3)CC2)CC1
Max |F|: 0.015 Eh/bohr
Charge: 0
Molar mass: 426.54 g mol⁻¹
Highest occupied orbital energy: -8.313 eV
E_LUMO: -0.2 eV
Orbital gap: 8.1 eV
Energy relative to the best compared isomer or geometry (same formula, charge and spin): 8.7 kJ/mol


Here is a structure of composition C24H31N2ORhS4Se2 from the Open Molecules 2025 dataset. Energies are from wB97M-V/def2-TZVPD.

```
65
C24H31N2ORhS4Se2 | the Open Molecules 2025 dataset | wB97M-V/def2-TZVPD
Rh 2.472 0.407 -0.260
S 0.875 2.024 0.215
C -0.603 1.394 -0.474
N -1.757 2.026 -0.258
C -2.914 1.661 -1.087
C -2.942 0.172 -1.293
N -1.658 -0.257 -1.864
C -1.695 -1.344 -2.873
C -2.389 -2.571 -2.338
C -1.806 -3.302 -1.307
C -2.443 -4.424 -0.799
C -3.670 -4.820 -1.320
C -4.254 -4.095 -2.345
C -3.614 -2.967 -2.852
C -0.549 0.281 -1.344
S 1.004 -0.474 -1.724
C -2.008 3.002 0.832
C -3.000 2.448 1.828
C -4.228 3.065 2.029
C -5.140 2.534 2.937
C -4.827 1.381 3.638
C -3.600 0.757 3.436
C -2.691 1.289 2.534
H -2.858 2.187 -2.042
H -3.818 1.970 -0.569
H -3.738 -0.113 -1.977
H -3.109 -0.343 -0.345
H -0.680 -1.576 -3.170
H -2.216 -0.960 -3.750
H -0.843 -2.994 -0.902
H -1.982 -4.997 -0.001
H -4.168 -5.699 -0.926
H -5.208 -4.405 -2.756
H -4.071 -2.405 -3.662
H -2.383 3.926 0.393
H -1.065 3.225 1.313
H -4.473 3.972 1.483
H -6.093 3.025 3.096
H -5.538 0.966 4.343
H -3.353 -0.143 3.990
H -1.728 0.804 2.384
C 4.481 -0.994 -2.707
Se 4.277 -1.172 -0.787
C 5.844 -0.157 -0.232
C 5.784 1.314 -0.561
Se 4.151 2.152 0.120
C 3.845 3.396 -1.342
H 5.401 -1.490 -3.004
H 4.484 0.050 -3.003
H 3.630 -1.502 -3.152
H 6.693 -0.629 -0.718
H 5.922 -0.337 0.837
H 5.814 1.502 -1.631
H 6.608 1.844 -0.093
H 4.696 4.072 -1.377
H 2.937 3.943 -1.107
H 3.732 2.851 -2.273
C 4.716 -0.938 4.263
O 3.754 -0.452 3.272
C 2.868 -1.293 2.827
S 2.703 -2.890 3.156
S 1.597 -0.791 1.808
H 5.336 -0.084 4.502
H 5.307 -1.746 3.841
H 4.181 -1.278 5.146
```

## Properties
Spin multiplicity: 5
Max |F|: 0.021 Eh/bohr
Charge: +2
Molar mass: 752.62 g mol⁻¹
Highest occupied orbital energy (alpha / beta): -12.361 / -13.563 eV
E_LUMO (alpha / beta): -6.2 / -8.5 eV
Orbital gap (alpha / beta): 6.2 / 5.1 eV
Energy relative to the best compared isomer or geometry (same formula, charge and spin): 0.0 kJ/mol


Here is an isolated molecule of C24H31N5O2 from the Open Molecules 2025 dataset. Energies are from wB97M-V/def2-TZVPD.

```
62
C24H31N5O2 | the Open Molecules 2025 dataset | wB97M-V/def2-TZVPD
C -6.530 -2.500 3.047
C -6.120 -1.957 1.712
C -5.698 -2.818 0.703
C -5.325 -2.336 -0.533
C -5.365 -0.967 -0.792
C -5.772 -0.095 0.207
C -6.146 -0.598 1.443
H -6.463 0.093 2.211
H -5.796 0.971 0.043
O -4.971 -0.587 -2.053
C -5.172 0.753 -2.434
C -4.191 1.752 -1.798
O -4.472 2.928 -1.704
N -3.038 1.161 -1.420
C -1.891 1.717 -0.836
C -0.869 0.846 -0.488
C 0.279 1.386 0.072
N 1.428 0.772 0.498
C 2.206 1.725 0.928
N 1.637 2.968 0.828
C 0.392 2.782 0.274
C -0.636 3.644 -0.070
C -1.775 3.098 -0.624
H -2.595 3.735 -0.906
H -0.563 4.710 0.082
C 2.232 4.216 1.210
H 3.091 4.447 0.575
H 2.565 4.178 2.250
H 1.494 5.009 1.105
C 3.562 1.542 1.510
H 3.490 1.691 2.593
H 4.237 2.301 1.109
C 4.164 0.157 1.226
N 4.843 0.162 -0.060
C 6.109 -0.541 -0.093
C 5.952 -2.065 -0.115
N 5.174 -2.445 -1.279
C 5.068 -3.880 -1.413
H 4.519 -4.113 -2.324
H 6.069 -4.305 -1.489
H 4.551 -4.352 -0.561
C 3.868 -1.809 -1.232
C 4.024 -0.286 -1.173
H 3.040 0.174 -1.094
H 4.510 0.054 -2.092
H 3.318 -2.080 -2.136
H 3.283 -2.157 -0.360
H 6.936 -2.536 -0.184
H 5.472 -2.404 0.824
H 6.715 -0.237 0.763
H 6.624 -0.237 -1.009
H 4.897 -0.063 2.006
H 3.361 -0.586 1.283
H -0.954 -0.218 -0.647
H -2.994 0.158 -1.566
H -6.196 1.087 -2.233
H -5.011 0.774 -3.518
H -5.002 -3.001 -1.318
H -5.665 -3.882 0.891
H -5.709 -3.053 3.502
H -7.370 -3.184 2.936
H -6.822 -1.698 3.720
```

## Properties
SMILES: Cc1ccc(OCC(=O)Nc2ccc3c(c2)nc(CCN2CCN(C)CC2)n3C)cc1
Max |F|: 0.016 Eh/bohr
Charge: 0
Molar mass: 421.54 g mol⁻¹
Highest occupied orbital energy: -7.906 eV
E_LUMO: 0.7 eV
Orbital gap: 8.6 eV
Energy relative to the best compared isomer or geometry (same formula, charge and spin): 105.5 kJ/mol


Here is a cluster of 2 separate species, C24H31N5O2 in total from the Open Molecules 2025 dataset. Energies are from wB97M-V/def2-TZVPD.

```
62
C24H31N5O2 | the Open Molecules 2025 dataset | wB97M-V/def2-TZVPD
O -1.304 -5.712 2.165
O 0.001 -2.059 4.804
N 0.328 5.054 0.366
C -0.398 -4.913 1.991
C 0.846 -2.028 3.917
C -1.543 -2.198 -0.335
C -0.339 -1.926 0.216
C -0.573 6.032 0.228
C 0.110 3.879 -0.244
C 2.720 -2.214 -2.148
C 2.007 -2.582 -3.304
C 2.043 -1.974 -0.937
C 0.609 -2.716 -3.253
C -1.732 5.872 -0.519
C 0.639 -2.096 -0.854
C -0.054 -2.476 -2.042
C -1.981 4.663 -1.151
C -1.045 3.635 -1.017
N -1.380 -2.522 -1.668
N 2.029 -1.452 4.155
N -3.129 4.466 -1.914
N -0.390 -3.756 2.651
C 0.731 -5.265 1.044
C 3.154 -1.306 3.230
C -4.302 5.354 -1.898
C 1.155 2.813 -0.032
C -1.248 2.311 -1.735
C 1.115 1.727 -1.109
C -0.313 1.207 -1.245
C -0.096 -1.537 1.640
C 0.534 -2.619 2.530
H -2.486 -2.170 0.200
H -0.390 6.984 0.718
H 3.795 -2.111 -2.195
H 2.535 -2.763 -4.230
H 2.601 -1.684 -0.061
H 0.052 -3.002 -4.133
H -2.416 6.705 -0.598
H -2.144 -2.785 -2.273
H 2.137 -1.090 5.091
H -3.248 3.536 -2.309
H -1.136 -3.646 3.323
H 1.677 -5.236 1.578
H 0.743 -4.567 0.212
H 0.562 -6.270 0.661
H 2.843 -0.770 2.332
H 3.547 -2.287 2.955
H 3.950 -0.736 3.712
H -4.056 6.323 -2.342
H -5.117 4.910 -2.478
H -4.655 5.509 -0.873
H 2.147 3.274 -0.024
H 0.990 2.359 0.949
H -2.278 1.967 -1.608
H -1.077 2.471 -2.805
H 1.457 2.132 -2.068
H 1.787 0.909 -0.833
H -0.338 0.374 -1.953
H -0.662 0.838 -0.275
H 0.561 -0.667 1.632
H -1.041 -1.220 2.086
H 1.465 -2.947 2.075
```

## Properties
SMILES: CNC(=O)[C@H](Cc1c[nH]c2ccccc12)NC(C)=O.CNc1ccnc2c1CCCC2
Max |F|: 0.042 Eh/bohr
Charge: 0
Molar mass: 421.54 g mol⁻¹
Highest occupied orbital energy: -8.237 eV
E_LUMO: 0.4 eV
Orbital gap: 8.7 eV
Energy relative to the best compared isomer or geometry (same formula, charge and spin): 0.0 kJ/mol


Here is a structure of composition C24H32B2Br16O18V from the Open Molecules 2025 dataset. Energies are from wB97M-V/def2-TZVPD.

```
93
C24H32B2Br16O18V | the Open Molecules 2025 dataset | wB97M-V/def2-TZVPD
O -6.158 0.706 -0.852
V -5.472 -0.713 -0.531
O -6.063 -1.374 0.748
O 2.472 1.366 -2.658
C 1.779 0.723 -1.887
O 0.840 1.156 -1.035
B 0.028 -0.004 -0.541
O 0.652 -1.160 -1.168
C 1.651 -0.772 -1.970
O 2.393 -1.528 -2.596
O -1.398 -0.033 -0.950
C -2.136 -0.259 0.155
O -3.356 -0.459 0.171
C -1.210 -0.135 1.346
O 0.020 0.047 0.936
O -1.615 -0.085 2.501
O 1.428 -4.085 -3.467
C 0.352 -3.682 -3.828
O -0.881 -4.052 -3.595
B -1.813 -3.058 -4.075
O -0.989 -2.226 -4.966
C 0.238 -2.470 -4.809
O 1.230 -1.939 -5.305
O -2.394 -2.198 -3.003
C -3.683 -2.216 -3.056
O -4.498 -1.656 -2.247
C -4.075 -3.373 -4.068
O -2.987 -3.727 -4.696
O -5.190 -3.951 -4.087
Br 4.726 0.418 -5.366
C 4.916 2.361 -5.582
C 5.162 2.976 -4.235
Br 5.399 4.976 -4.270
H 4.083 2.763 -6.159
H 5.775 2.531 -6.231
H 6.058 2.611 -3.732
H 4.274 2.743 -3.648
Br 2.636 -1.008 3.293
C 1.808 -0.689 5.076
C 0.317 -1.137 4.908
Br -0.670 -0.758 6.533
H 2.026 0.341 5.358
H 2.285 -1.388 5.763
H 0.330 -2.201 4.671
H -0.204 -0.560 4.144
Br -3.232 -4.792 3.307
C -3.452 -2.826 3.352
C -3.539 -2.446 4.853
Br -3.839 -0.470 5.141
H -4.424 -2.599 2.914
H -2.586 -2.468 2.795
H -2.694 -2.623 5.519
H -4.323 -3.014 5.354
Br -1.971 3.893 5.210
C -3.721 3.374 4.441
C -3.561 3.052 2.931
Br -5.271 2.492 2.078
H -4.504 4.101 4.654
H -3.973 2.405 4.872
H -2.774 2.308 2.807
H -3.268 3.962 2.408
Br 5.053 -1.301 -1.366
C 5.463 -0.383 0.374
C 6.003 -1.413 1.402
Br 7.625 -2.247 0.582
H 4.561 0.122 0.717
H 6.119 0.468 0.191
H 5.322 -2.231 1.635
H 6.232 -0.896 2.334
Br 2.200 6.108 -1.419
C 1.322 4.651 -2.517
C 0.155 5.222 -3.389
Br -0.833 3.735 -4.269
H 0.959 3.896 -1.820
H 2.099 4.290 -3.190
H 0.472 5.938 -4.147
H -0.585 5.721 -2.763
Br 0.002 -3.853 1.102
C -0.925 -4.388 -0.561
C -2.226 -5.077 -0.270
Br -3.598 -3.765 0.075
H -0.217 -5.044 -1.067
H -1.159 -3.496 -1.143
H -2.067 -5.673 0.628
H -2.544 -5.674 -1.125
Br 3.256 2.981 3.081
C 1.374 2.891 2.483
C 1.057 4.109 1.615
Br -0.851 4.098 1.071
H 0.657 2.709 3.283
H 1.183 2.033 1.839
H 1.756 4.280 0.796
H 1.178 5.014 2.211
```

## Properties
Spin multiplicity: 2
Max |F|: 0.103 Eh/bohr
Charge: -2
Molar mass: 1959.53 g mol⁻¹
Highest occupied orbital energy (alpha / beta): -2.800 / -4.597 eV
E_LUMO (alpha / beta): 3.1 / 3.1 eV
Orbital gap (alpha / beta): 5.9 / 7.7 eV


Here is a structure of composition C24H32BMnN6O4S from the Open Molecules 2025 dataset. Energies are from wB97M-V/def2-TZVPD.

```
69
C24H32BMnN6O4S | the Open Molecules 2025 dataset | wB97M-V/def2-TZVPD
Mn -2.434 -0.348 -0.550
B -3.171 -1.279 2.745
N -3.273 -2.391 1.632
C -3.919 -3.551 1.755
C -4.166 -4.036 0.443
C -3.608 -3.126 -0.437
N -2.951 -2.143 0.274
N -3.751 0.015 2.115
C -4.729 0.755 2.665
C -5.283 1.555 1.677
C -4.583 1.259 0.491
N -3.583 0.418 0.776
H -3.873 -1.576 3.630
H -1.989 -1.089 2.974
H -4.169 -3.916 2.758
H -4.615 -4.974 0.151
H -3.573 -3.171 -1.520
H -4.915 0.664 3.709
H -6.073 2.304 1.790
H -4.785 1.648 -0.512
C 3.686 -4.004 -2.448
C 3.614 -2.782 -1.478
C 3.951 -3.194 -0.062
C 4.659 -1.759 -1.901
C 2.201 -2.217 -1.494
C 1.133 -2.868 -2.102
C -0.143 -2.323 -1.912
N -0.418 -1.185 -1.246
C 0.648 -0.520 -0.696
C 1.954 -1.074 -0.745
C 0.420 0.784 -0.114
C 1.472 1.721 0.218
C 1.102 2.980 0.617
C -0.242 3.368 0.504
C -1.176 2.459 0.066
N -0.855 1.156 -0.010
C 2.138 4.002 1.117
C 3.434 3.302 1.481
C 2.489 5.095 0.024
C 1.595 4.707 2.423
H 4.723 -4.407 -2.342
H 3.528 -3.732 -3.518
H 2.979 -4.758 -2.215
H 4.962 -3.661 -0.050
H 3.213 -3.836 0.401
H 3.982 -2.290 0.564
H 5.645 -2.204 -1.969
H 4.774 -0.987 -1.140
H 4.419 -1.163 -2.798
H 1.237 -3.780 -2.656
H -1.021 -2.820 -2.281
H 2.756 -0.714 -0.115
H 2.507 1.409 0.085
H -0.482 4.393 0.802
H -2.266 2.686 -0.050
H 3.876 2.835 0.625
H 3.274 2.468 2.192
H 4.135 4.094 1.924
H 3.026 4.643 -0.784
H 3.128 5.851 0.551
H 1.634 5.690 -0.367
H 1.166 4.071 3.215
H 0.802 5.460 2.255
H 2.441 5.261 2.911
O -4.717 0.751 -3.083
S -3.335 0.260 -2.935
O -2.721 -0.288 -4.127
O -3.456 -0.977 -1.902
O -2.429 1.079 -2.004
```

## Properties
Spin multiplicity: 4
Max |F|: 0.076 Eh/bohr
Charge: +1
Molar mass: 566.38 g mol⁻¹
Highest occupied orbital energy (alpha / beta): -12.386 / -12.394 eV
E_LUMO (alpha / beta): -6.0 / -4.7 eV
Orbital gap (alpha / beta): 6.3 / 7.7 eV


Q: What is the formula in the sixth record?
A: C24H32B2Br16O18V


Q: max |F| of number 6 (C24H32B2Br16O18V)?
A: 0.103 Eh/bohr